Entry 1:
Entry from OMol25: a 2-piece molecular cluster, C5H6N overall at a distorted geometry (the ωB97M-V functional and the def2-TZVPD basis).

Properties
* largest force on an atom: 1.58 eV Å⁻¹
* HOMO-LUMO gap (spin up / spin down): 9.4 / 7.8 eV
* charge: +1
* energy above the lowest of the compared OMol25 structures with the same formula, charge and spin: 852.6 kJ/mol

```
12
Properties=species:S:1:pos:R:3:forces:R:3:nbo_charge:R:1
C -0.39893 0.77404 0.87711 0.36 -1.11 -1.07 0.228
C 0.04861 -0.04199 0.09964 -0.29 0.90 0.85 0.050
C 0.69067 -0.96646 -2.15129 -0.38 -1.07 0.83 0.084
C 0.26865 -1.99826 -1.48064 0.55 1.07 -0.69 0.084
C -1.04380 1.69809 1.74323 -0.22 0.52 0.66 -0.723
N 0.70376 -0.85863 -0.71148 0.93 -0.47 -0.15 -0.273
H 0.91953 -0.36403 -2.99841 0.12 0.29 -0.35 0.288
H -0.13380 -2.97382 -1.33381 -0.17 -0.37 0.18 0.289
H -0.94528 1.36122 2.77779 -0.04 0.12 -0.02 0.276
H -0.60077 2.68689 1.63170 -0.04 0.05 0.09 0.273
H -2.10674 1.76095 1.50303 0.00 -0.01 -0.01 0.281
H 2.59811 -1.07800 0.04312 -0.83 0.09 -0.31 0.144
```
Positions in Å, forces in eV/Å.

***

Entry 2:
Entry from OMol25: C5H6N as an isolated structure at a distorted geometry (the ωB97M-V functional and the def2-TZVPD basis).

Properties
* largest force on an atom: 4.28 eV Å⁻¹
* HOMO-LUMO gap: 8.9 eV
* charge: +1
* energy above the lowest of the compared OMol25 structures with the same formula, charge and spin: 669.5 kJ/mol

```
12
Properties=species:S:1:pos:R:3:forces:R:3:nbo_charge:R:1
C -0.33209 0.00658 -1.31823 -2.67 0.50 -1.72 0.617
C -1.52225 0.47261 -1.73689 1.81 -1.00 -2.87 -0.090
C -0.55184 0.38918 0.63665 -0.88 0.46 -2.22 -0.249
C -1.58610 0.78071 -0.42410 -2.62 1.54 2.49 -0.125
C 1.64166 -0.85437 0.08594 -2.38 -0.62 0.50 -0.384
N 0.34909 -0.22937 -0.31629 3.65 -1.17 1.90 -0.341
H -0.18735 1.25555 1.09984 0.98 1.27 0.59 0.273
H -0.90119 -0.28858 1.34669 -0.70 -1.35 1.16 0.274
H -2.48859 1.37004 -0.18278 0.46 -0.25 0.52 0.285
H 1.89405 -0.23647 0.88313 1.44 1.37 1.03 0.232
H 1.34805 -1.75300 0.63890 0.42 -0.49 -0.88 0.247
H 2.33657 -0.91289 -0.71286 0.50 -0.26 -0.51 0.261
```
Positions in Å, forces in eV/Å.

***

Entry 3:
Entry from OMol25: an isolated ion of composition C5H6N and charge +1 at a distorted geometry (the ωB97M-V functional and the def2-TZVPD basis).

Properties
* largest force on an atom: 5.19 eV Å⁻¹
* HOMO-LUMO gap (spin up / spin down): 7.6 / 7.6 eV
* charge: +1
* energy above the lowest of the compared OMol25 structures with the same formula, charge and spin: 641.5 kJ/mol

```
12
Properties=species:S:1:pos:R:3:forces:R:3:nbo_charge:R:1
C 2.54832 0.07315 -1.02680 -3.74 2.09 0.40 -0.348
C 3.26028 -0.91306 -1.31219 1.94 -2.13 -0.61 0.213
C 0.31853 0.13850 -0.15692 -2.92 -0.22 0.49 -0.181
C 1.31520 0.65769 -1.04060 2.83 0.00 0.71 -0.057
C -0.98310 0.46431 0.19469 4.56 1.76 -1.76 -0.055
N -1.58551 -0.44948 1.09307 -1.12 0.04 0.97 -0.672
H 0.73504 -0.78828 0.19233 -0.25 -0.54 0.82 0.227
H 1.29455 1.59625 -1.49607 -0.82 1.39 -1.04 0.243
H -1.57597 1.31822 -0.15611 0.32 -0.43 0.33 0.261
H -0.99520 -1.26302 1.10492 0.27 -0.76 0.76 0.456
H -2.38711 -0.68492 0.57113 -1.95 -1.18 -0.39 0.446
H -1.94502 -0.14936 2.03256 0.87 -0.01 -0.68 0.466
```
Positions in Å, forces in eV/Å.

***

Entry 4:
Entry from OMol25: a 2-piece molecular cluster, C5H6N overall at a distorted geometry (the ωB97M-V functional and the def2-TZVPD basis).

Properties
* largest force on an atom: 5.38 eV Å⁻¹
* HOMO-LUMO gap (spin up / spin down): 7.2 / 7.2 eV
* charge: +1
* energy above the lowest of the compared OMol25 structures with the same formula, charge and spin: 1009.0 kJ/mol

```
12
Properties=species:S:1:pos:R:3:forces:R:3:nbo_charge:R:1
C 1.07590 -0.49226 -0.89054 -0.50 1.07 1.75 -0.368
C 1.50767 -0.56511 -2.06148 0.86 -0.17 -2.36 0.304
C 0.76045 0.55888 0.19552 1.44 0.79 -2.81 0.251
C 0.62738 1.81119 0.33693 0.87 4.29 -1.10 -0.377
C -1.75633 -1.06986 0.05775 3.03 1.70 1.14 -0.050
N 0.59651 -0.71773 0.38234 -3.91 -3.62 0.75 -0.454
H 0.39904 2.25786 1.26894 -0.50 0.21 0.93 0.253
H 0.92432 2.60512 -0.47152 -0.59 -2.04 1.42 0.289
H -1.99614 -1.00458 1.15383 -0.22 -0.77 -1.32 0.240
H -1.66855 -0.06387 -0.41068 -0.52 -0.94 0.02 0.220
H -1.48572 -1.94182 -0.54819 -0.78 0.07 0.44 0.241
H 1.01547 -1.37783 0.98710 0.82 -0.58 1.16 0.452
```
Positions in Å, forces in eV/Å.

***

Entry 5:
Entry from OMol25: a 2-piece molecular cluster, C5H6N overall at a distorted geometry (the ωB97M-V functional and the def2-TZVPD basis).

Properties
* largest force on an atom: 4.79 eV Å⁻¹
* HOMO-LUMO gap: 9.4 eV
* charge: +1
* energy above the lowest of the compared OMol25 structures with the same formula, charge and spin: 499.3 kJ/mol

```
12
Properties=species:S:1:pos:R:3:forces:R:3:nbo_charge:R:1
C 1.68490 1.94506 -2.03673 0.29 -0.99 0.27 0.085
C 1.72641 0.81644 -1.64207 -0.07 0.23 0.60 -0.164
C -0.05229 -0.37183 0.36524 -1.29 -0.49 1.11 0.405
C 1.68986 -0.42611 -1.06073 -0.85 1.60 0.73 -0.061
C -2.19454 -0.64440 1.74214 0.54 0.02 2.78 -0.443
N -0.99397 -0.47730 1.05774 4.01 0.14 -2.62 -0.352
H 1.91365 2.93352 -2.15735 0.05 2.10 -0.68 0.252
H 1.20513 -1.07933 -1.70186 -0.72 -2.14 -0.48 0.249
H 2.45205 -0.64262 -0.34439 0.09 -0.61 0.44 0.267
H -2.10864 -1.38346 2.58777 0.18 0.77 -0.91 0.261
H -2.86773 -0.99887 1.04718 -1.83 -0.62 -1.31 0.247
H -2.45483 0.32889 2.14305 -0.40 0.00 0.08 0.255
```
Positions in Å, forces in eV/Å.

***

Entry 6:
Entry from OMol25: an isolated ion of composition C5H6N and charge +1 at a distorted geometry (the ωB97M-V functional and the def2-TZVPD basis).

Properties
* largest force on an atom: 5.86 eV Å⁻¹
* HOMO-LUMO gap: 9.4 eV
* charge: +1
* energy above the lowest of the compared OMol25 structures with the same formula, charge and spin: 809.9 kJ/mol

```
12
Properties=species:S:1:pos:R:3:forces:R:3:nbo_charge:R:1
C 0.82273 -0.72373 0.91943 -4.30 1.96 -0.92 -0.322
C 1.93794 -1.23710 1.16498 3.11 -1.43 0.56 0.391
C -0.54796 -0.36898 1.48305 4.79 1.97 -1.84 -0.053
C 0.18921 1.12098 -0.78756 -0.87 1.89 -2.50 -0.199
C -0.41984 -0.17115 -1.30308 -0.23 -0.63 -2.87 -0.199
N -0.06497 0.03397 0.04129 0.82 -2.53 5.23 -0.198
H -1.14431 -1.15083 1.64113 -2.90 -2.90 -0.35 0.249
H -0.42162 0.28952 2.30755 -0.41 1.39 -0.03 0.271
H 1.17524 1.14430 -1.18754 0.87 0.44 0.46 0.251
H -0.34150 2.08493 -0.80446 0.01 -0.76 0.71 0.276
H -1.49603 -0.32279 -1.45482 0.56 0.32 -0.13 0.261
H 0.31111 -0.69912 -2.01996 -1.45 0.28 1.68 0.271
```
Positions in Å, forces in eV/Å.

***

Entry 7:
Entry from OMol25: a 2-piece molecular cluster, C5H6N overall at a distorted geometry (the ωB97M-V functional and the def2-TZVPD basis).

Properties
* largest force on an atom: 6.73 eV Å⁻¹
* HOMO-LUMO gap (spin up / spin down): 4.9 / 9.1 eV
* charge: +1
* energy above the lowest of the compared OMol25 structures with the same formula, charge and spin: 749.7 kJ/mol

```
12
Properties=species:S:1:pos:R:3:forces:R:3:nbo_charge:R:1
C -0.92430 -2.38700 0.00567 -0.06 -0.01 0.53 0.062
C -2.88471 0.94866 -2.24554 0.71 -0.16 2.09 0.432
C -1.18715 -1.23430 -0.20507 -0.99 1.01 -1.13 -0.125
C 1.89448 0.42297 0.84750 0.02 -0.39 -0.26 -0.513
C -1.48045 0.08528 -0.48512 4.52 1.65 4.71 0.016
N -2.28449 0.63641 -1.30779 -1.74 -0.30 -2.96 -0.230
H -0.74736 -3.33270 0.42154 0.26 -0.89 0.00 0.260
H -3.22845 1.35399 -3.12377 -0.95 0.69 -1.77 0.281
H 1.79802 1.09836 -0.00372 0.04 -0.13 0.55 0.172
H 2.42845 -0.50531 0.75405 0.21 -0.07 -0.41 0.175
H 1.51201 0.56572 1.83839 -0.30 0.64 0.12 0.176
H -0.80979 0.89894 0.13199 -1.73 -2.04 -1.45 0.292
```
Positions in Å, forces in eV/Å.

***

Entry 8:
Entry from OMol25: C5H6N as an isolated structure at a distorted geometry (the ωB97M-V functional and the def2-TZVPD basis).

Properties
* largest force on an atom: 3.25 eV Å⁻¹
* HOMO-LUMO gap: 10.1 eV
* charge: +1
* energy above the lowest of the compared OMol25 structures with the same formula, charge and spin: 581.4 kJ/mol

```
12
Properties=species:S:1:pos:R:3:forces:R:3:nbo_charge:R:1
C -1.57943 -0.63444 -0.04415 0.85 -0.77 1.49 -0.387
C -1.40606 0.92251 0.03326 2.28 -2.31 0.03 -0.097
C 1.29038 -0.83510 0.08570 -2.51 1.43 -0.95 -0.023
C -0.04326 -0.75544 -0.02026 0.68 2.38 1.17 -0.011
C -0.08858 0.70735 0.09160 1.35 -1.99 -0.90 0.196
N 1.59760 0.66042 -0.04349 -0.46 0.19 0.79 -0.572
H -2.08384 -1.22453 0.71055 0.03 0.64 1.05 0.267
H -1.96702 -1.12893 -0.86181 -0.90 -0.10 -2.63 0.257
H -2.05454 1.69704 0.02510 -1.92 2.29 0.04 0.247
H 2.02118 -1.54797 0.13917 1.85 -1.54 0.02 0.240
H 2.34963 1.03390 0.57461 -1.09 0.05 0.17 0.447
H 1.87320 0.97319 -0.97440 -0.17 -0.27 -0.28 0.436
```
Positions in Å, forces in eV/Å.

***

Entry 9:
Entry from OMol25: a 2-piece molecular cluster, C5H6N overall at a distorted geometry (the ωB97M-V functional and the def2-TZVPD basis).

Properties
* largest force on an atom: 2.12 eV Å⁻¹
* HOMO-LUMO gap (spin up / spin down): 7.2 / 7.2 eV
* charge: +1
* energy above the lowest of the compared OMol25 structures with the same formula, charge and spin: 587.7 kJ/mol

```
12
Properties=species:S:1:pos:R:3:forces:R:3:nbo_charge:R:1
C -2.96803 0.23249 -0.11606 0.69 -0.40 -0.08 0.222
C 0.53381 -0.52081 0.16734 0.01 -0.10 0.18 -0.610
C -2.07452 -0.87278 -0.01501 -0.70 -0.35 -0.09 -0.364
C -0.79718 -0.72816 0.00105 1.76 1.17 0.12 0.393
C 2.30722 0.96366 -0.11314 -1.02 -0.16 -0.19 -0.038
N -3.70781 1.09471 -0.19001 -0.71 0.86 -0.06 -0.173
H 0.86991 -0.53793 1.19819 0.00 -0.21 0.09 0.274
H 1.17704 -0.94646 -0.59839 0.05 -0.22 -0.19 0.292
H -2.57541 -1.83568 0.04370 0.35 -0.25 0.08 0.323
H 2.30190 1.07283 -1.18689 -0.14 -0.08 -0.14 0.227
H 3.04454 0.31586 0.33246 -0.09 -0.32 0.14 0.223
H 1.88854 1.76227 0.47675 -0.19 0.05 0.14 0.232
```
Positions in Å, forces in eV/Å.

***

Entry 10:
Entry from OMol25: an isolated ion of composition C5H6N and charge +1 at a distorted geometry (the ωB97M-V functional and the def2-TZVPD basis).

Properties
* largest force on an atom: 3.05 eV Å⁻¹
* HOMO-LUMO gap: 7.4 eV
* charge: +1
* energy above the lowest of the compared OMol25 structures with the same formula, charge and spin: 601.3 kJ/mol

```
12
Properties=species:S:1:pos:R:3:forces:R:3:nbo_charge:R:1
C -0.72638 -0.42720 -0.00512 1.67 -0.32 -0.18 0.316
C 0.44336 -1.12285 0.09482 -1.25 0.94 -0.18 -0.379
C 1.66064 -0.39588 0.00051 -0.58 0.51 -0.08 -0.229
C 2.15374 0.75712 0.07665 1.46 1.45 0.52 0.223
C -2.13626 -0.03229 -0.08850 -1.59 -0.33 -2.58 -0.222
N -1.01170 0.84690 -0.24109 0.74 1.59 -0.37 -0.561
H 2.62197 -0.73446 -0.54936 -0.12 -0.02 0.32 0.394
H 0.48187 -2.15593 0.12278 -0.01 -1.78 0.03 0.267
H 2.80411 1.62152 0.40552 -0.93 -1.30 -0.66 0.311
H -2.77122 -0.07443 -1.08019 1.18 -0.55 2.38 0.251
H -2.59961 0.11259 0.85520 -0.98 -0.52 0.54 0.225
H -0.92052 1.60493 0.40878 0.41 0.33 0.26 0.404
```
Positions in Å, forces in eV/Å.